This record from the OMol25 dataset describes the molecule C7H14O4. The level of theory is ωB97M-V/def2-TZVPD.

CARTESIAN COORDINATES (ANGSTROEM)
C 2.843 -1.787 -1.186
C 0.777 -0.806 -0.752
C 1.360 -0.156 0.530
C 0.526 0.993 1.095
C -0.973 0.692 0.843
C -1.154 0.797 -0.679
C -2.493 0.153 -1.090
H 3.396 -2.000 -2.088
H 3.506 -1.170 -0.576
H 2.569 -2.793 -0.740
H 0.114 -1.775 -0.513
H 2.332 0.219 0.337
H 1.378 -0.926 1.264
H 0.671 1.949 0.590
H 0.821 1.171 2.141
H -1.403 -0.291 1.228
H -2.723 1.454 2.986
H -1.157 1.869 -0.867
H -3.331 0.600 -0.582
H -2.608 0.386 -2.167
H -2.505 -0.985 -0.931
O 1.757 -1.094 -1.659
O -1.831 1.748 1.392
O -1.780 1.593 2.812
O -0.094 0.160 -1.388

E_HOMO   -9.46 eV
LUMO energy   0.844 eV
Relative energy (zero: lowest compared OMol25 entry of this formula, charge and spin)   3.476 eV
SMILES string   CO[C@H]1CC[C@@H](OO)[C@H](C)O1
Charge   0

Results of the Mulliken charge analysis, in e, for atoms 1 through 2: C -0.738; C 0.418